Computed, not measured: a cluster of 23 separate species, C46H138O46 in total in a non-equilibrium geometry, with ωB97M-V with the def2-TZVPD basis set.

Calculated values
- HOMO energy (eV) = -9.054
- F_max (eV/Å) = 4.344
- relative energy (zero: lowest compared OMol25 entry of this formula, charge and spin) (kJ/mol) = 1112.7
- LUMO level (eV) = 0.00
- HOMO-LUMO gap (eV) = 9.1

The geometry in ORCA input format:
```
! RIJCOSX wB97M-V def2-TZVPD def2/J DEFGRID3
* xyz 0 1
C 1.18067 1.54757 -6.12783
C 0.27421 2.67543 -6.69033
O 0.77394 2.92390 -8.05456
O 0.94146 0.28396 -6.81840
H 0.91345 1.25533 -5.11231
H 2.23102 1.81437 -6.24485
H 0.22680 3.60066 -6.11605
H -0.76078 2.33819 -6.74656
H 0.96389 2.13269 -8.56397
H 1.45478 0.16652 -7.62109
C -0.38035 -0.26471 0.35093
C 0.41054 1.05208 -0.02548
O 0.15160 2.17055 0.74605
O 0.03136 -0.58154 1.69547
H -0.06227 -1.03676 -0.34969
H -1.46747 -0.19569 0.31231
H 0.21521 1.26555 -1.07637
H 1.41333 0.81583 0.33046
H -0.61034 2.71035 0.52322
H 0.15632 -1.53281 1.72793
C 0.63717 1.04120 5.00236
C 2.07308 1.11025 4.47618
O 2.99093 1.31247 5.43266
O -0.28931 1.08858 4.01186
H 0.47989 1.96871 5.55289
H 0.63335 0.18738 5.67992
H 2.01033 1.91281 3.74130
H 2.18224 0.19793 3.88980
H 2.75378 2.08597 5.94945
H -0.02934 0.53593 3.27118
C -5.89400 -0.85835 -1.53097
C -6.26379 -2.02390 -0.49533
O -6.51367 -3.31093 -1.19387
O -4.54465 -0.92113 -1.95445
H -5.84343 0.09817 -1.01077
H -6.55022 -0.95180 -2.39626
H -7.25541 -1.79666 -0.10398
H -5.63259 -2.20006 0.37567
H -6.99564 -3.12460 -2.00293
H -4.64913 -1.56237 -2.66120
C 2.49668 -0.44137 -2.32189
C 1.49577 -0.95271 -3.21659
O 0.30213 -0.34149 -2.90660
O 2.76030 0.97430 -2.46005
H 3.48468 -0.88480 -2.44568
H 2.39819 -0.81723 -1.30349
H 1.40877 -2.03884 -3.18738
H 1.74562 -0.60562 -4.21919
H -0.11820 -0.34599 -3.76967
H 1.98365 1.50255 -2.65847
C -4.41109 -4.72288 1.59818
C -5.89497 -4.90363 1.57296
O -6.58595 -5.47100 2.68440
O -3.62138 -5.70300 0.91262
H -4.19540 -4.62691 2.66230
H -4.18028 -3.77520 1.11162
H -6.22100 -5.36899 0.64278
H -6.30243 -3.89267 1.56650
H -7.54012 -5.50365 2.58398
H -3.98757 -6.55536 1.15958
C -1.93410 -2.44200 8.19893
C -1.73160 -1.89171 6.79306
O -0.39968 -2.05955 6.38587
O -1.54416 -3.76069 8.47442
H -2.91586 -2.25916 8.63575
H -1.33900 -1.92920 8.95458
H -2.20952 -0.92000 6.66865
H -2.37141 -2.53002 6.18371
H 0.06454 -1.45481 6.96930
H -2.24928 -4.33401 8.16507
C 0.74610 -4.40858 -4.69119
C -0.00527 -5.78588 -4.81201
O -1.13150 -5.56495 -5.70111
O 1.43764 -4.24949 -5.95754
H 1.60772 -4.57967 -4.04586
H 0.07134 -3.59556 -4.42323
H -0.45663 -6.16902 -3.89681
H 0.63113 -6.58262 -5.19710
H -0.93020 -4.85677 -6.31720
H 2.11123 -3.56561 -5.94387
C -0.50813 3.81696 -2.91611
C -1.56298 2.70082 -2.99888
O -1.56472 2.21489 -4.25784
O 0.74357 3.31122 -3.17634
H -0.59282 4.42922 -2.01830
H -0.77595 4.59114 -3.63514
H -2.43897 3.24068 -2.63931
H -1.35235 1.75949 -2.49132
H -0.76066 1.70930 -4.39736
H 1.22429 4.14177 -3.20278
C -1.07898 -4.00395 1.17621
C -1.57322 -3.18457 0.00775
O -0.75468 -3.24828 -1.19780
O 0.04680 -3.59048 1.97501
H -0.74115 -4.99169 0.86261
H -1.88029 -4.24481 1.87477
H -1.90075 -2.26381 0.49047
H -2.48129 -3.68770 -0.32447
H 0.05957 -2.75183 -1.08766
H 0.35093 -4.36564 2.45275
C 1.19956 6.97488 -0.29984
C 0.52008 8.34640 0.09380
O -0.80028 8.31656 -0.57831
O 2.56548 6.85443 0.32821
H 1.52296 6.99065 -1.34065
H 0.58580 6.07486 -0.33660
H 0.92781 9.28767 -0.27480
H 0.34027 8.21914 1.16131
H -1.35683 9.05099 -0.30911
H 3.24511 7.39663 -0.07889
C -2.18944 -1.64455 -5.22971
C -2.54764 -2.12496 -6.61382
O -1.49664 -2.84207 -7.27844
O -1.06208 -0.71042 -5.20142
H -2.08666 -2.57598 -4.67296
H -3.12786 -1.26896 -4.82179
H -2.84054 -1.25551 -7.20235
H -3.41531 -2.78465 -6.60729
H -1.42552 -2.46016 -8.15634
H -0.37961 -0.78998 -5.87187
C -4.95685 -0.50325 3.98182
C -4.46939 -1.87962 3.67939
O -3.14906 -1.71156 3.08045
O -4.26684 0.34055 4.83628
H -5.91249 -0.79096 4.42009
H -5.21056 -0.07399 3.01256
H -5.21644 -2.30025 3.00627
H -4.33100 -2.65176 4.43619
H -2.90187 -0.83789 3.39220
H -4.40007 1.23666 4.51872
C -3.57681 7.73593 1.73131
C -2.96848 8.36635 2.96625
O -3.65621 8.02316 4.14661
O -3.46088 6.31075 1.66474
H -2.96383 8.19698 0.95686
H -4.58152 8.15797 1.75455
H -2.99943 9.43718 2.76512
H -1.93215 8.12139 3.19886
H -3.17066 7.36154 4.64469
H -3.60656 5.97045 2.55050
C -3.23942 2.75215 0.33565
C -3.28838 2.13642 1.79426
O -3.88913 2.90596 2.82000
O -2.28399 3.79905 0.36191
H -4.12649 3.27658 -0.01956
H -2.93693 1.93847 -0.32353
H -2.25455 1.87800 2.02346
H -3.74191 1.14545 1.77455
H -4.78185 3.20920 2.63920
H -2.74958 4.58079 0.66803
C 2.84578 -6.59250 1.77980
C 2.55062 -8.11931 2.02143
O 2.36266 -8.33999 3.43503
O 1.87520 -5.66533 2.28769
H 3.01777 -6.25586 0.75745
H 3.80018 -6.38647 2.26433
H 3.31431 -8.75245 1.56975
H 1.61791 -8.41450 1.54080
H 1.93808 -9.19282 3.55344
H 1.76789 -5.77495 3.23535
C 0.30295 5.60417 3.61153
C -0.68793 4.46351 3.40051
O -0.70380 3.76484 4.66541
O -0.19627 6.61529 4.52951
H 0.52757 6.04583 2.64066
H 1.14779 5.23183 4.19095
H -0.33637 3.79317 2.61619
H -1.72197 4.75683 3.21934
H -0.65809 2.83858 4.41729
H -1.15627 6.61704 4.52723
C 3.32974 3.00340 1.45514
C 3.96142 3.06096 0.03669
O 4.30078 4.41729 -0.26924
O 2.16739 3.77611 1.52334
H 4.18247 3.32104 2.05518
H 3.04368 1.98918 1.73375
H 3.28455 2.67036 -0.72317
H 4.87015 2.46610 -0.05522
H 3.61714 4.91342 0.18693
H 1.47526 3.12167 1.40389
C 4.65179 -1.28081 0.97001
C 3.18595 -1.43600 1.54816
O 2.40129 -2.49091 0.78460
O 5.39595 -0.27716 1.68248
H 4.33749 -0.90510 -0.00372
H 4.98784 -2.31611 0.91224
H 2.62365 -0.50563 1.62777
H 3.37729 -1.89317 2.51897
H 1.84233 -2.69780 1.53716
H 6.26724 -0.17539 1.29247
C 4.60553 6.42417 -3.32991
C 3.98385 4.92997 -3.44789
O 3.20651 4.66463 -4.62521
O 5.58726 6.42474 -4.41559
H 5.05087 6.67474 -2.36711
H 3.90232 7.21490 -3.59133
H 3.38527 4.83429 -2.54199
H 4.76836 4.18402 -3.32051
H 3.82616 4.69462 -5.35783
H 6.44426 6.49999 -3.98958
C 5.54008 1.04297 -4.91994
C 6.09712 0.70947 -3.45118
O 5.80303 1.61970 -2.36744
O 5.48235 -0.21327 -5.64148
H 6.10449 1.92581 -5.22015
H 4.59865 1.58331 -5.01914
H 7.18397 0.72566 -3.53240
H 5.75673 -0.22233 -2.99952
H 5.02777 1.41723 -1.83868
H 6.34352 -0.57873 -5.85691
C 3.97606 -3.77913 -1.82127
C 4.72766 -4.68690 -2.86854
O 4.77670 -3.93135 -4.08424
O 5.03327 -2.83479 -1.48369
H 3.81118 -4.34594 -0.90495
H 3.08078 -3.49353 -2.37353
H 4.10779 -5.55080 -3.10838
H 5.68658 -5.00627 -2.46041
H 4.22374 -4.34326 -4.75220
H 5.50896 -2.73079 -2.31104
C -1.78542 -5.43535 4.93004
C -1.88630 -6.93047 5.19527
O -1.78992 -7.22079 6.52936
O -0.57114 -4.80598 5.37479
H -2.56886 -4.93611 5.50020
H -1.91176 -5.33647 3.85191
H -1.12225 -7.55328 4.73005
H -2.68728 -7.40841 4.63125
H -1.06185 -6.66234 6.81157
H -0.59765 -3.84786 5.32094
*
```